one:
Computed, not measured: the molecule C3H4ClF, with ωB97M-V with the def2-TZVPD basis set.

## Properties
SMILES = C=C(Cl)CF
2S+1 = 1
LUMO = 0.74 eV
Kohn-Sham gap = 10.687 eV

CARTESIAN COORDINATES (ANGSTROEM)
C  -0.350  0.885  -0.586
C  0.233  -0.344  -0.028
C  0.017  -1.032  1.070
H  0.485  1.578  -0.608
H  -1.119  1.468  -0.011
H  -0.498  -0.395  1.795
H  0.491  -1.982  1.281
F  -0.882  0.512  -1.832
Cl  1.622  -0.690  -1.082

=====

two:
Computed, not measured: the molecule C3H4ClF, with ωB97M-V with the def2-TZVPD basis set.

## Properties
SMILES = C=C[C@H](F)Cl
2S+1 = 1
LUMO = 0.88 eV
Kohn-Sham gap = 11.412 eV

CARTESIAN COORDINATES (ANGSTROEM)
C  -0.949  0.361  -0.157
C  0.229  -0.285  0.552
C  1.409  -0.391  -0.122
H  -0.710  0.350  -1.189
H  -0.021  -0.462  1.563
H  2.354  -0.963  0.116
H  1.246  0.148  -1.023
F  -1.012  1.675  0.210
Cl  -2.545  -0.432  0.050

=====

Relative to the most stable one, in kJ/mol, the structures come out at one 10.8; two 0.0.

=====

one:
Computed, not measured: a structure of composition C23H37AsCoNO4S, with ωB97M-V with the def2-TZVPD basis set.

## Properties
2S+1 = 2
LUMO (spin up / spin down) = -2.24 / -2.22 eV
Kohn-Sham gap (spin up / spin down) = 8.188 / 8.162 eV
charge = +1

CARTESIAN COORDINATES (ANGSTROEM)
Co  0.477  1.033  1.227
C  -1.874  2.364  2.799
C  -1.423  1.127  3.568
O  -0.921  0.104  2.717
C  -1.853  -0.755  2.065
C  -2.432  -0.127  0.814
O  -1.354  0.374  0.048
C  -1.729  1.218  -1.025
C  -0.467  1.855  -1.571
O  0.344  2.430  -0.545
C  0.011  3.730  -0.081
C  -1.126  3.715  0.936
O  -0.937  2.562  1.748
H  -1.883  3.228  3.472
H  -2.878  2.258  2.378
H  -2.236  0.750  4.193
H  -0.582  1.386  4.210
H  -2.654  -1.043  2.751
H  -1.277  -1.641  1.799
H  -3.125  0.686  1.053
H  -2.986  -0.882  0.244
H  -2.445  1.965  -0.667
H  -2.214  0.636  -1.815
H  -0.720  2.605  -2.324
H  0.155  1.083  -2.021
H  -0.235  4.391  -0.915
H  0.920  4.096  0.396
H  -2.112  3.672  0.465
H  -1.086  4.623  1.547
S  4.381  -0.888  1.461
C  3.410  -1.990  0.598
C  2.131  -1.543  0.421
C  1.892  -0.260  1.000
C  3.046  0.186  1.600
C  3.044  1.423  2.346
C  4.131  1.974  3.023
C  3.962  3.144  3.731
C  2.710  3.750  3.758
C  1.683  3.154  3.058
N  1.834  2.023  2.362
H  3.835  -2.920  0.253
H  1.419  -2.158  -0.107
H  5.089  1.475  2.986
H  4.795  3.584  4.263
H  2.532  4.663  4.307
H  0.694  3.593  3.050
C  1.434  -1.564  -4.247
C  0.913  -2.709  -3.384
As  -0.368  -2.032  -2.060
C  -0.861  -3.682  -1.076
C  -0.394  -5.011  -1.660
C  -1.968  -1.889  -3.215
C  -2.364  -3.104  -4.042
H  2.167  -1.918  -4.973
H  1.915  -0.798  -3.635
H  0.627  -1.086  -4.807
H  1.732  -3.171  -2.829
H  0.461  -3.489  -3.997
H  -1.951  -3.661  -0.991
H  -0.471  -3.571  -0.061
H  -0.765  -5.166  -2.672
H  -0.743  -5.844  -1.047
H  0.694  -5.069  -1.698
H  -1.803  -1.021  -3.861
H  -2.784  -1.613  -2.539
H  -1.583  -3.382  -4.750
H  -3.269  -2.904  -4.619
H  -2.566  -3.969  -3.409

=====

two:
Computed, not measured: a structure of composition C23H37AsCoNO4S, with ωB97M-V with the def2-TZVPD basis set.

## Properties
2S+1 = 2
LUMO (spin up / spin down) = -2.18 / -2.19 eV
Kohn-Sham gap (spin up / spin down) = 8.191 / 8.343 eV
charge = +1

CARTESIAN COORDINATES (ANGSTROEM)
Co  -0.249  -0.079  -0.274
C  0.667  1.987  1.829
C  1.622  0.981  2.438
O  1.733  -0.104  1.527
C  1.628  -1.408  2.072
C  0.211  -1.762  2.496
O  -0.693  -1.633  1.400
C  -2.048  -1.713  1.799
C  -2.874  -1.262  0.614
O  -2.393  -0.029  0.104
C  -2.778  1.128  0.838
C  -1.585  2.050  1.033
O  -0.497  1.257  1.480
H  1.113  2.446  0.939
H  0.432  2.767  2.559
H  1.241  0.646  3.405
H  2.603  1.438  2.584
H  2.303  -1.532  2.923
H  1.939  -2.075  1.266
H  -0.120  -1.114  3.315
H  0.206  -2.793  2.865
H  -2.212  -1.053  2.658
H  -2.322  -2.734  2.084
H  -3.928  -1.210  0.897
H  -2.762  -1.974  -0.204
H  -3.186  0.841  1.810
H  -3.548  1.662  0.277
H  -1.838  2.801  1.788
H  -1.330  2.553  0.097
S  -2.174  1.476  -3.902
C  -1.533  2.871  -3.153
C  -0.838  2.583  -2.015
C  -0.811  1.197  -1.704
C  -1.499  0.475  -2.650
C  -1.600  -0.965  -2.626
C  -2.361  -1.730  -3.515
C  -2.308  -3.107  -3.435
C  -1.497  -3.703  -2.472
C  -0.806  -2.882  -1.603
N  -0.860  -1.553  -1.666
H  -1.699  3.839  -3.602
H  -0.357  3.357  -1.430
H  -2.981  -1.233  -4.249
H  -2.888  -3.716  -4.115
H  -1.403  -4.777  -2.405
H  -0.184  -3.301  -0.820
C  1.617  -1.229  -4.202
C  1.992  0.102  -3.555
As  2.022  0.062  -1.588
C  2.855  1.812  -1.190
C  3.839  2.394  -2.201
C  3.485  -1.234  -1.247
C  4.700  -1.204  -2.168
H  1.735  -1.166  -5.284
H  0.582  -1.498  -3.998
H  2.253  -2.040  -3.844
H  1.288  0.885  -3.846
H  2.985  0.407  -3.886
H  3.329  1.703  -0.211
H  2.015  2.499  -1.065
H  4.710  1.755  -2.337
H  4.195  3.366  -1.855
H  3.368  2.544  -3.171
H  3.011  -2.219  -1.289
H  3.790  -1.070  -0.211
H  4.418  -1.318  -3.215
H  5.375  -2.024  -1.918
H  5.259  -0.276  -2.063

=====

Relative to the most stable one, in kJ/mol, the structures come out at one 17.6; two 0.0.

=====

one:
Computed, not measured: a cluster of 3 separate species, C2H10O2S2 in total, with ωB97M-V with the def2-TZVPD basis set.

## Properties
SMILES = CCSS.O.O
2S+1 = 1
LUMO = 0.26 eV
Kohn-Sham gap = 9.174 eV

CARTESIAN COORDINATES (ANGSTROEM)
C  -0.564  -1.353  -2.658
C  -0.784  -0.697  -1.290
S  0.356  0.649  -0.842
S  -0.822  1.989  0.355
H  0.240  -0.839  -3.202
H  -0.351  -2.413  -2.534
H  -1.464  -1.261  -3.264
H  -1.788  -0.280  -1.256
H  -0.586  -1.434  -0.511
H  -0.808  0.992  1.247
H  0.185  -2.734  2.558
H  0.383  -1.381  1.798
O  -0.224  -2.105  1.988
H  3.076  -0.435  2.100
H  1.853  0.298  1.739
O  2.131  -0.575  2.050

=====

two:
Computed, not measured: a cluster of 3 separate species, C2H10O2S2 in total, with ωB97M-V with the def2-TZVPD basis set.

## Properties
SMILES = CCSS.O.O
2S+1 = 1
LUMO = 0.48 eV
Kohn-Sham gap = 9.368 eV

CARTESIAN COORDINATES (ANGSTROEM)
C  -1.843  1.074  1.525
C  -1.450  -0.219  0.824
S  -0.184  -1.214  1.686
S  -0.741  -3.031  0.991
H  -2.227  0.860  2.519
H  -1.005  1.768  1.684
H  -2.506  1.681  0.911
H  -2.382  -0.751  0.643
H  -1.033  -0.045  -0.171
H  0.125  -3.127  -0.037
H  1.291  3.716  -2.492
H  0.779  4.085  -3.878
O  0.509  3.650  -3.058
H  3.513  3.028  -3.813
H  4.400  1.983  -3.193
O  3.525  2.356  -3.112

=====

Relative to the most stable one, in kJ/mol, the structures come out at one 8.6; two 0.0.

=====

one:
Computed, not measured: a structure of composition C17H54N3O9, with ωB97M-V with the def2-TZVPD basis set.

## Properties
2S+1 = 1
LUMO = -1.96 eV
Kohn-Sham gap = 8.520 eV
charge = +1

CARTESIAN COORDINATES (ANGSTROEM)
N  0.036  1.183  1.060
H  -0.914  1.656  1.166
H  0.076  0.736  0.043
H  -0.013  0.314  1.865
H  0.811  1.672  1.306
C  0.922  4.491  2.933
O  1.367  4.107  1.663
H  -0.200  4.946  2.946
H  1.460  5.245  3.398
H  1.140  3.613  3.391
H  1.703  4.929  1.269
C  3.093  0.029  3.324
O  2.418  1.213  3.324
H  3.778  -0.088  4.157
H  3.648  -0.113  2.347
H  2.310  -0.757  3.534
H  3.128  1.795  3.360
C  1.950  -2.105  0.304
O  0.585  -1.629  0.089
H  2.201  -2.878  -0.600
H  2.061  -2.545  1.212
H  2.725  -1.123  0.250
H  0.085  -2.342  0.208
C  -2.185  -1.886  3.458
O  -0.879  -1.380  3.466
H  -2.115  -2.656  2.596
H  -2.758  -0.897  3.139
H  -2.601  -2.351  4.386
H  -0.633  -1.787  4.220
C  2.384  1.637  -1.670
O  2.338  2.629  -0.608
H  1.477  1.641  -2.225
H  2.469  0.721  -1.400
H  3.228  1.901  -2.201
H  2.977  3.401  -0.755
C  -2.338  3.734  5.434
O  -2.433  3.507  4.067
C  -1.867  2.231  3.713
C  -2.318  2.077  2.284
N  -1.687  0.954  1.562
C  -2.510  0.422  0.503
C  -2.064  -0.784  -0.350
O  -3.211  -1.161  -1.152
C  -2.808  -2.348  -1.927
H  -2.642  4.773  5.605
H  -1.449  3.547  5.761
H  -2.962  3.184  6.013
H  -2.226  1.339  4.240
H  -0.736  2.221  3.910
H  -2.037  2.964  1.756
H  -3.354  1.888  2.223
H  -1.530  0.365  2.142
H  -2.477  1.279  -0.254
H  -3.567  0.415  0.849
H  -2.149  -1.542  0.524
H  -1.253  -0.685  -0.901
H  -2.380  -3.250  -1.464
H  -2.154  -2.024  -2.748
H  -3.639  -2.853  -2.344
C  0.190  2.577  -1.911
O  0.449  1.142  -1.964
C  0.244  0.479  -3.198
C  0.847  -0.917  -3.021
N  0.424  -1.750  -4.135
C  1.031  -3.038  -3.973
C  0.827  -3.961  -5.208
O  1.321  -5.268  -4.823
C  1.271  -6.258  -5.853
H  -0.930  2.727  -2.188
H  0.756  3.321  -2.443
H  0.396  3.002  -1.033
H  0.878  1.050  -4.048
H  -0.868  0.729  -3.474
H  0.173  -1.291  -2.331
H  1.909  -0.808  -2.852
H  0.999  -1.371  -4.899
H  0.477  -3.388  -3.033
H  2.210  -3.149  -3.526
H  1.481  -3.621  -6.054
H  -0.233  -4.084  -5.753
H  0.274  -6.469  -6.469
H  1.723  -7.244  -5.516
H  1.869  -5.986  -6.698

=====

two:
Computed, not measured: a structure of composition C17H54N3O9, with ωB97M-V with the def2-TZVPD basis set.

## Properties
2S+1 = 1
LUMO = -2.04 eV
Kohn-Sham gap = 7.881 eV
charge = +1

CARTESIAN COORDINATES (ANGSTROEM)
N  0.877  -0.699  -1.269
H  0.368  0.108  -1.746
H  0.905  -1.552  -1.706
H  0.398  -0.801  -0.309
H  1.852  -0.311  -1.180
C  -0.756  -2.655  -4.637
O  -0.806  -2.650  -3.267
H  -0.344  -1.741  -4.968
H  -1.609  -2.841  -5.211
H  0.029  -3.344  -5.142
H  -1.642  -3.426  -3.018
C  4.833  -1.220  -2.748
O  3.956  -1.924  -1.949
H  4.998  -0.325  -1.989
H  4.556  -0.966  -3.794
H  5.814  -1.812  -2.876
H  4.409  -1.901  -1.117
C  3.793  1.314  0.420
O  2.494  0.964  0.839
H  4.387  0.364  0.274
H  4.359  1.920  1.152
H  3.740  1.901  -0.536
H  2.226  1.588  1.509
C  0.997  3.456  -2.222
O  1.323  2.136  -2.930
H  0.033  3.450  -1.753
H  1.067  4.288  -2.958
H  1.801  3.772  -1.418
H  1.813  2.511  -3.795
C  1.264  -3.437  1.354
O  0.871  -3.587  -0.031
H  0.915  -2.544  2.003
H  2.347  -3.336  1.248
H  1.084  -4.421  1.863
H  0.795  -4.538  -0.434
C  -0.653  -0.721  -6.664
O  -1.051  -0.773  -5.281
C  -0.491  0.098  -4.361
C  -1.328  0.016  -3.019
N  -0.758  0.775  -1.914
C  -1.750  1.072  -0.913
C  -1.180  1.656  0.349
O  -2.034  1.949  1.240
C  -1.837  2.310  2.670
H  -0.853  -1.788  -7.152
H  0.335  -0.521  -6.816
H  -1.164  0.025  -7.418
H  -0.482  1.077  -4.695
H  0.573  -0.149  -4.247
H  -1.586  -0.990  -2.674
H  -2.174  0.625  -3.334
H  -0.112  1.533  -2.063
H  -2.182  0.081  -0.666
H  -2.441  1.748  -1.339
H  -0.358  2.445  0.133
H  -0.387  1.031  0.759
H  -1.084  3.096  2.638
H  -1.290  1.512  3.222
H  -2.858  2.361  3.124
C  -2.213  -2.156  0.138
O  -1.362  -1.449  0.920
C  -1.854  -1.441  2.328
C  -1.026  -0.404  3.072
N  -1.746  -0.057  4.311
C  -0.818  0.584  5.164
C  -1.625  1.487  6.169
O  -0.627  2.048  7.053
C  -1.107  2.881  8.089
H  -1.877  -2.211  -0.849
H  -3.415  -1.811  0.281
H  -2.064  -3.126  0.438
H  -1.871  -2.424  2.725
H  -2.813  -1.000  2.307
H  -1.040  0.460  2.409
H  0.025  -0.437  3.252
H  -1.993  -0.944  4.756
H  -0.203  1.344  4.680
H  -0.255  -0.122  5.607
H  -2.207  0.885  6.881
H  -2.133  2.454  5.686
H  -0.371  3.297  8.995
H  -1.692  2.172  8.551
H  -1.715  3.760  7.802

=====

Relative to the most stable one, in kJ/mol, the structures come out at one 576.4; two 0.0.